The following is a quantum chemistry calculation of a cluster of 2 separate species, C5H11N3 in total at a distorted geometry, from the OMol25 dataset.

Each line ends with the natural charge from an NBO analysis.
Cartesian coordinates (Å):
C 1.556 1.933 1.039  -0.60
C 1.200 0.487 0.744  -0.50
C -0.168 0.085 0.944  -0.20
C -0.658 -1.121 0.525  -0.05
N -1.975 -1.537 0.716  -0.82
H 1.506 2.155 2.108  0.20
H 2.568 2.161 0.702  0.21
H 0.871 2.609 0.523  0.20
H 1.272 0.217 -0.496  0.30
H 1.922 -0.214 1.175  0.21
H -0.885 0.845 1.247  0.19
H 0.031 -1.938 0.351  0.21
H -2.659 -0.798 0.789  0.37
H -2.275 -2.297 0.127  0.38
N 0.774 -0.255 -1.885  -0.80
C -0.422 -0.612 -1.841  0.64
N -1.482 -1.030 -2.315  -0.74
H 1.157 0.239 -2.674  0.41
H -2.334 -0.930 -1.776  0.38

**HOMO level**: -7.784 eV
**Frontier orbital gap**: 8.61 eV
**Largest force on an atom**: 0.054 Eh/bohr
**DFT total energy**: -361.28459 Ha
**SMILES**: CC/C=C/N.N=C=N
**LUMO**: 0.8 eV



The following is a quantum chemistry calculation of a structure of composition C68H148CaN8O12 at a distorted geometry, from the OMol25 dataset.

Each line ends with the Mulliken charge.
Cartesian coordinates (Å):
Ca -22.382 8.626 -18.878  -0.43
C -22.721 17.143 -19.683  -1.63
C -22.277 16.469 -18.446  0.06
C -23.503 15.637 -17.901  -0.38
N -23.217 14.884 -16.557  0.17
C -23.054 15.853 -15.373  -0.83
C -24.440 13.939 -16.277  -0.58
C -23.986 12.792 -15.346  0.35
C -22.452 12.763 -15.597  0.47
C -22.093 13.893 -16.617  -0.03
H -23.405 16.645 -20.371  0.34
H -21.976 17.371 -20.446  0.43
H -23.165 18.092 -19.381  0.41
H -22.007 17.257 -17.743  0.39
H -21.483 15.744 -18.626  0.17
H -23.763 14.910 -18.671  -0.18
H -24.367 16.260 -17.673  0.61
H -23.890 16.549 -15.432  0.31
H -22.055 16.230 -15.596  0.43
H -23.095 15.345 -14.410  0.35
H -25.204 14.604 -15.876  0.63
H -24.752 13.530 -17.238  0.16
H -24.248 13.000 -14.309  0.52
H -24.571 11.900 -15.571  -0.88
H -21.947 12.825 -14.633  0.58
H -22.257 11.772 -16.005  -0.83
H -21.198 14.479 -16.407  0.64
H -22.100 13.451 -17.613  -0.64
C -28.179 4.020 -22.744  -1.51
C -27.284 4.022 -21.387  0.84
C -27.870 2.902 -20.549  -0.58
N -27.105 2.794 -19.232  0.19
C -28.096 2.091 -18.301  -1.04
C -26.717 4.099 -18.423  -0.58
C -25.564 3.743 -17.493  0.21
C -25.066 2.369 -17.979  -0.96
C -25.772 2.065 -19.297  -0.52
H -29.252 4.033 -22.552  0.41
H -28.058 3.037 -23.199  0.52
H -27.850 4.680 -23.547  0.31
H -27.338 5.029 -20.973  -0.12
H -26.240 3.870 -21.663  -0.09
H -27.807 1.916 -21.010  0.27
H -28.866 3.152 -20.185  0.37
H -29.024 2.652 -18.196  0.39
H -27.628 2.034 -17.318  0.47
H -28.172 1.023 -18.500  0.37
H -27.558 4.540 -17.888  0.64
H -26.255 4.771 -19.146  -0.20
H -25.995 3.706 -16.492  0.70
H -24.778 4.491 -17.601  -0.43
H -25.382 1.522 -17.372  0.39
H -23.980 2.325 -18.062  0.36
H -26.074 1.027 -19.440  0.57
H -25.270 2.480 -20.170  0.07
C -22.613 8.145 -25.255  -1.51
C -23.569 8.501 -24.128  2.23
C -24.998 8.825 -24.596  -0.87
N -25.914 9.204 -23.367  0.22
C -25.487 10.592 -22.803  -0.88
C -27.394 9.102 -23.838  -0.50
C -28.102 8.968 -22.470  -1.12
C -27.238 7.991 -21.618  1.36
C -25.841 8.083 -22.303  -0.33
H -22.646 8.878 -26.061  0.48
H -22.793 7.189 -25.746  0.28
H -21.590 8.100 -24.881  0.21
H -23.101 9.239 -23.476  -0.87
H -23.637 7.611 -23.503  -0.49
H -25.524 7.941 -24.958  0.36
H -25.097 9.665 -25.285  0.43
H -24.440 10.560 -22.502  0.08
H -26.059 10.832 -21.906  0.47
H -25.454 11.291 -23.638  0.37
H -27.683 9.952 -24.456  0.43
H -27.437 8.216 -24.472  0.50
H -28.158 9.873 -21.866  0.29
H -29.161 8.725 -22.565  0.53
H -27.214 8.276 -20.567  -1.28
H -27.734 7.021 -21.596  0.31
H -25.100 8.328 -21.542  -0.26
H -25.634 7.098 -22.720  0.15
C -22.143 -0.136 -25.846  -1.40
C -22.404 1.338 -25.566  -0.19
C -21.111 1.888 -24.893  -0.85
N -21.200 3.432 -24.575  0.46
C -21.445 4.301 -25.836  -1.11
C -19.871 3.909 -23.885  -1.22
C -20.185 5.141 -23.083  0.07
C -21.648 4.940 -22.640  2.03
C -22.232 3.857 -23.493  -1.22
H -21.843 -0.858 -25.086  0.36
H -21.416 -0.179 -26.658  0.37
H -23.111 -0.461 -26.226  0.39
H -23.274 1.491 -24.928  0.35
H -22.610 1.809 -26.527  0.30
H -20.229 1.869 -25.533  0.47
H -20.694 1.424 -23.999  0.45
H -20.650 4.183 -26.573  0.35
H -21.697 5.323 -25.554  0.24
H -22.427 3.954 -26.157  0.47
H -19.216 4.057 -24.743  0.58
H -19.321 3.191 -23.277  0.24
H -19.985 5.981 -23.748  -0.10
H -19.564 5.205 -22.189  0.58
H -22.255 5.845 -22.606  -0.83
H -21.607 4.517 -21.636  -0.81
H -23.202 3.990 -23.971  0.59
H -22.382 2.961 -22.891  0.38
C -30.159 6.203 -14.479  -1.51
C -29.272 6.673 -15.641  -0.15
C -28.720 8.088 -15.468  -0.70
N -27.576 8.482 -16.477  0.85
C -26.584 7.317 -16.726  -0.38
C -26.888 9.793 -16.064  -0.64
C -27.086 10.812 -17.189  0.42
C -27.262 9.993 -18.434  -0.10
C -28.161 8.872 -17.823  -1.13
H -31.008 6.845 -14.244  0.39
H -29.639 6.178 -13.521  0.37
H -30.439 5.183 -14.742  0.40
H -29.607 6.507 -16.665  0.37
H -28.391 6.050 -15.489  0.14
H -28.299 8.104 -14.463  0.49
H -29.507 8.836 -15.563  0.51
H -26.141 7.136 -15.746  0.53
H -25.827 7.656 -17.433  -0.10
H -27.079 6.453 -17.168  -0.21
H -25.863 9.582 -15.758  -0.19
H -27.294 10.224 -15.149  0.38
H -26.190 11.429 -17.264  -0.99
H -27.947 11.460 -17.027  0.63
H -26.345 9.520 -18.786  -0.28
H -27.747 10.541 -19.242  0.70
H -28.411 7.957 -18.359  0.42
H -29.178 9.189 -17.590  0.59
C -19.333 10.576 -25.169  -1.35
C -19.264 11.465 -23.931  -0.61
C -20.686 11.828 -23.390  -0.31
N -20.743 12.762 -22.221  0.71
C -20.081 12.092 -21.003  -0.97
C -20.084 14.156 -22.413  -0.68
C -21.104 14.891 -23.354  -0.76
C -22.502 14.377 -23.046  -0.56
C -22.253 13.244 -22.026  1.06
H -20.120 10.839 -25.877  0.39
H -19.654 9.546 -25.018  0.12
H -18.410 10.591 -25.749  0.45
H -18.690 12.302 -24.329  0.39
H -18.544 11.134 -23.182  0.36
H -21.318 10.966 -23.176  -0.30
H -21.257 12.370 -24.144  0.77
H -20.643 11.201 -20.723  -0.28
H -20.181 12.859 -20.235  0.35
H -19.027 11.844 -21.127  0.59
H -19.853 14.689 -21.491  0.44
H -19.139 14.023 -22.940  0.43
H -21.020 15.962 -23.173  0.42
H -20.865 14.639 -24.388  0.32
H -23.046 15.227 -22.635  0.36
H -22.949 14.006 -23.968  0.42
H -22.323 13.787 -21.084  -0.47
H -22.931 12.391 -22.039  -0.44
C -13.193 13.245 -16.832  -1.30
C -14.399 12.436 -16.349  -0.45
C -15.792 12.941 -16.823  -0.78
N -16.979 12.055 -16.402  0.44
C -17.047 11.804 -14.875  -0.95
C -16.894 10.662 -17.155  -0.98
C -18.343 10.158 -17.275  0.12
C -19.253 11.416 -17.156  1.90
C -18.334 12.631 -17.007  -1.25
H -13.326 14.303 -16.604  0.34
H -13.134 13.033 -17.900  0.35
H -12.336 12.829 -16.303  0.38
H -14.389 12.457 -15.259  0.37
H -14.314 11.366 -16.539  0.33
H -15.722 13.004 -17.908  0.30
H -16.019 13.957 -16.498  0.52
H -16.987 12.785 -14.404  0.41
H -16.186 11.254 -14.494  0.36
H -17.942 11.233 -14.626  0.34
H -16.118 10.091 -16.646  0.60
H -16.563 10.890 -18.168  0.30
H -18.665 9.465 -16.498  -0.02
H -18.415 9.653 -18.238  -0.05
H -19.814 11.332 -16.225  -0.02
H -19.887 11.606 -18.022  -1.18
H -18.671 13.463 -16.390  0.53
H -18.161 13.063 -17.993  0.33
C -17.908 0.442 -16.508  -1.30
C -18.804 1.538 -17.253  -0.35
C -18.172 2.932 -16.967  -0.64
N -19.050 4.152 -17.376  0.69
C -19.233 4.295 -18.882  -1.28
C -18.502 5.479 -16.857  -0.50
C -19.258 5.674 -15.520  -0.77
C -20.657 5.116 -15.704  0.33
C -20.481 4.076 -16.737  -0.08
H -17.829 0.765 -15.470  0.34
H -16.938 0.387 -17.004  0.35
H -18.232 -0.599 -16.529  0.39
H -19.825 1.367 -16.913  0.36
H -18.956 1.237 -18.290  0.33
H -17.218 3.116 -17.462  0.40
H -18.221 3.135 -15.897  0.36
H -19.386 3.332 -19.368  0.42
H -18.246 4.561 -19.260  0.52
H -19.937 5.061 -19.208  0.25
H -18.777 6.335 -17.474  0.06
H -17.421 5.520 -16.722  0.33
H -19.275 6.743 -15.306  0.34
H -18.749 5.283 -14.639  0.47
H -21.399 5.771 -16.160  -0.57
H -21.140 4.640 -14.852  0.52
H -21.158 4.152 -17.588  -0.30
H -20.576 3.128 -16.207  0.21
O -22.523 9.167 -14.613  -0.53
C -22.670 8.797 -15.913  -0.11
O -21.659 8.769 -16.668  -0.63
O -23.716 8.432 -16.459  -0.01
H -23.470 9.091 -14.480  0.27
O -23.643 4.828 -19.942  0.32
C -23.305 5.974 -19.424  0.03
O -22.237 6.162 -18.808  0.00
O -24.003 6.950 -19.588  -0.53
H -22.948 4.361 -19.472  0.06
O -20.017 8.148 -22.321  -0.75
C -20.803 8.269 -21.231  0.90
O -21.969 8.578 -21.406  1.04
O -20.337 8.280 -20.083  -1.11
H -20.759 8.513 -22.808  -0.34
O -23.989 12.491 -19.415  -0.04
C -23.470 11.295 -19.199  -0.38
O -22.257 11.115 -18.873  0.36
O -24.177 10.344 -19.577  0.60
H -24.869 12.518 -19.797  0.22

**HOMO level**: -19.256 eV
**Frontier orbital gap**: 9.14 eV
**Largest force on an atom**: 0.090 Eh/bohr
**DFT total energy**: -4696.26986 Ha
**LUMO**: -10.1 eV
**Total charge**: +6



The following is a quantum chemistry calculation of a structure of composition C38H30N5O5PTi at a distorted geometry, from the OMol25 dataset.

Each line ends with the Mulliken spin population.
Cartesian coordinates (Å):
Ti 0.133 -1.197 0.674  1.00
O 2.839 -4.070 -2.838  0.00
C 3.773 -3.536 -2.034  -0.01
C 5.110 -3.657 -2.407  0.00
C 6.111 -3.121 -1.624  0.00
C 5.805 -2.467 -0.440  0.00
C 4.488 -2.347 -0.049  0.00
C 3.463 -2.866 -0.837  0.01
C 2.066 -2.644 -0.434  0.03
O 1.754 -2.304 0.774  0.00
N 1.150 -2.763 -1.362  0.03
N -0.097 -2.469 -0.811  0.17
C -0.812 -3.549 -0.482  0.20
C -1.680 -3.408 0.607  0.14
C -2.607 -4.391 1.023  0.05
C -3.300 -4.198 2.183  0.03
C -3.096 -3.009 2.909  0.12
C -2.210 -2.070 2.429  0.00
N -1.496 -2.239 1.316  0.10
H 1.957 -3.805 -2.487  0.00
H 5.329 -4.179 -3.324  0.00
H 7.140 -3.208 -1.939  0.00
H 6.594 -2.062 0.172  0.00
H 4.220 -1.832 0.863  0.00
H -0.631 -4.506 -0.970  0.02
H -2.736 -5.269 0.408  0.00
H -4.001 -4.936 2.538  0.00
H -3.630 -2.839 3.829  0.01
H -2.046 -1.137 2.961  0.02
O -2.837 -1.790 -1.416  0.00
N -2.866 -0.526 -0.844  -0.02
C -3.930 -0.225 -0.195  0.03
C -4.013 1.120 0.294  0.01
C -5.236 1.718 0.608  0.00
C -5.294 3.062 0.908  0.00
C -4.132 3.826 0.892  0.00
C -2.913 3.234 0.616  0.00
C -2.832 1.876 0.336  0.00
P -1.180 1.084 0.103  0.01
C -0.394 2.122 1.424  -0.01
C 0.695 2.983 1.446  0.00
C 1.110 3.567 2.636  0.00
C 0.463 3.294 3.824  0.00
C -0.621 2.430 3.822  0.00
C -1.034 1.858 2.641  0.03
C -0.855 1.839 -1.542  0.00
C 0.267 2.596 -1.860  0.00
C 0.425 3.137 -3.125  0.00
C -0.517 2.908 -4.110  0.00
C -1.623 2.127 -3.817  0.00
C -1.797 1.615 -2.546  -0.01
H -1.999 -1.820 -1.909  0.01
H -4.761 -0.915 -0.095  0.00
H -6.133 1.120 0.582  0.00
H -6.240 3.533 1.127  0.00
H -4.182 4.885 1.101  0.00
H -2.014 3.837 0.588  0.00
H 1.263 3.229 0.564  0.00
H 1.966 4.228 2.625  0.00
H 0.813 3.729 4.747  0.00
H -1.128 2.189 4.743  0.00
H -1.874 1.171 2.640  0.00
H 1.043 2.772 -1.137  0.00
H 1.300 3.736 -3.337  0.00
H -0.381 3.317 -5.100  0.00
H -2.356 1.916 -4.580  0.00
H -2.669 1.024 -2.321  0.00
O 2.353 0.683 3.102  0.00
C 1.724 0.263 2.147  -0.03
O 0.609 -0.401 2.232  -0.03
C 2.169 0.516 0.736  0.06
C 3.341 1.190 0.428  0.00
C 3.745 1.308 -0.891  0.03
C 2.940 0.720 -1.881  -0.01
C 1.758 0.118 -1.522  0.03
N 1.338 0.024 -0.240  -0.03
H 3.915 1.599 1.247  0.00
H 4.656 1.824 -1.155  0.00
H 3.246 0.735 -2.916  0.00
H 1.087 -0.305 -2.268  0.01

**HOMO level (alpha / beta)**: -6.247 / -8.031 eV
**2S+1**: 3
**Frontier orbital gap (alpha / beta)**: 5.89 / 7.45 eV
**Largest force on an atom**: 0.082 Eh/bohr
**DFT total energy**: -3306.87852 Ha
**LUMO (alpha / beta)**: -0.4 / -0.6 eV
**<S²>**: 2.0160